Entry 1:
The following is a DFT calculation (ωB97M-V/def2-TZVPD) of the molecule C10H16N4O2 at a distorted geometry.

Its energy is -760.11846 a.u. The structure (SMILES) is CCC[C@@H]1C(=O)N(C)[C@@H]2N(C)C=NN2C1=O. The gap between HOMO and LUMO comes out at 8.9 eV. The energy above the lowest of the compared OMol25 structures with the same formula, charge and spin is 46.8 kcal/mol. The value obtained for the maximum force is 3.9 eV/Å.

Last column: natural (NBO) charge in e.
Element x y z (Å)
C 2.626242 -1.691949 1.013918  -0.609
C 1.565447 -2.741489 1.237553  -0.407
C 0.676889 -2.947575 0.003749  -0.369
C -0.248233 -1.764290 -0.437005  -0.398
C 0.499244 -0.609598 -1.112096  0.690
O 1.462320 -0.890357 -1.842398  -0.616
N 0.173542 0.745972 -0.895497  -0.471
C 1.006043 1.849587 -1.444063  -0.409
C -1.198381 0.967733 -0.471122  0.281
N -1.509331 2.266676 0.111402  -0.454
C -2.069340 3.400291 -0.628948  -0.405
C -1.834984 2.099344 1.456778  0.193
N -1.867402 0.842895 1.761134  -0.242
N -1.516735 0.129436 0.674414  -0.301
C -1.129176 -1.199451 0.674082  0.674
O -1.585935 -1.966175 1.530996  -0.571
H 3.121839 -1.854433 0.040960  0.216
H 2.193579 -0.690305 0.977290  0.194
H 3.370259 -1.712430 1.833249  0.210
H 0.946448 -2.494016 2.096914  0.216
H 2.065705 -3.675288 1.486686  0.206
H 0.009848 -3.797884 0.169742  0.226
H 1.311053 -3.227161 -0.828256  0.228
H -0.935304 -2.128733 -1.192770  0.262
H 0.740149 1.966598 -2.512842  0.199
H 0.775431 2.787209 -0.913130  0.213
H 2.053700 1.640139 -1.256125  0.238
H -1.949769 0.762751 -1.246826  0.163
H -3.095751 3.167277 -0.871639  0.189
H -2.050651 4.327192 -0.009967  0.219
H -1.522912 3.539706 -1.578017  0.210
H -2.083832 2.898326 2.171835  0.223

Forces on atoms 1 to 6 (eV/Å):
C 0.64 0.27 -0.01
C -0.45 0.15 -0.21
C -0.61 -0.02 0.30
C 0.11 1.89 0.38
C 2.69 0.49 -1.73
O -1.31 0.61 1.00


Entry 2:
The following is a DFT calculation (ωB97M-V/def2-TZVPD) of C10H16N5O4RbS as an isolated structure.

Its energy is -1387.58304 a.u. The gap between HOMO and LUMO comes out at 7.8 eV. The energy above the lowest of the compared OMol25 structures with the same formula, charge and spin is 0.0 kcal/mol. The value obtained for the maximum force is 0.4 eV/Å.

Last column: natural (NBO) charge in e.
Element x y z (Å)
Rb -1.453972 0.864413 -1.559627  0.952
C 2.015699 1.930811 2.459637  -0.705
C 1.295166 1.496155 1.212216  0.222
N 0.316478 2.142126 0.702114  -0.200
N -0.117330 3.239391 1.378224  -0.454
C -0.960160 4.157050 0.800296  0.268
N -1.356822 5.099560 1.704561  -0.798
S -1.414361 4.205244 -0.783883  -0.204
C 1.725551 0.239976 0.518898  0.149
C 2.429899 -0.737481 1.210956  -0.240
C 2.808143 -1.893647 0.544961  -0.157
C 2.477342 -2.037353 -0.788322  -0.252
C 1.761140 -1.013188 -1.393667  0.058
N 1.390832 0.096078 -0.765962  -0.431
H 2.238382 2.999077 2.409958  0.230
H 2.964341 1.416694 2.574595  0.241
H 1.419152 1.744441 3.357233  0.235
H 0.280927 3.472513 2.275466  0.376
H -1.462947 4.829163 2.670095  0.386
H -2.051465 5.739781 1.355953  0.417
H 2.667890 -0.618146 2.257772  0.219
H 3.350105 -2.670583 1.068169  0.224
H 2.750892 -2.921471 -1.346964  0.229
H 1.459738 -1.094088 -2.431653  0.206
O -4.247758 0.647051 -2.132673  -0.537
N -4.034229 -0.275009 -1.322001  0.689
O -3.764564 -0.001144 -0.132878  -0.550
O -3.989703 -1.465349 -1.717975  -0.562
C -0.828225 -3.747873 -0.768404  -0.638
C -0.729610 -3.237080 -2.193044  -0.056
O -1.213121 -1.899233 -2.306941  -0.785
H -0.465567 -4.776394 -0.702984  0.206
H -1.865196 -3.725912 -0.430310  0.226
H -0.238339 -3.125343 -0.094382  0.202
H -1.283306 -3.888690 -2.874267  0.170
H 0.308327 -3.227289 -2.533173  0.156
H -2.183330 -1.964249 -2.222009  0.506

Forces on atoms 1 to 6 (eV/Å):
Rb 0.24 0.27 0.00
C 0.00 0.01 -0.02
C 0.01 -0.09 -0.06
N 0.05 -0.05 0.11
N -0.10 0.03 -0.29
C 0.05 -0.07 0.13


Entry 3:
The following is a DFT calculation (ωB97M-V/def2-TZVPD) of C10H16N7OPt as an isolated structure at a distorted geometry.

Its energy is -968.37513 a.u. The gap between HOMO and LUMO comes out at 9.2 eV. As for the net charge: +1. The energy above the lowest of the compared OMol25 structures with the same formula, charge and spin is 3.1 kcal/mol. The value obtained for the maximum force is 1.3 eV/Å.

Last column: natural (NBO) charge in e.
Element x y z (Å)
Pt 0.176748 0.680893 -0.932907  0.752
N -0.776924 4.248235 -2.629156  -0.754
C -0.677808 2.991306 -2.221316  0.707
O 0.088736 2.692751 -1.262769  -0.625
C -1.465160 1.886015 -2.850556  -0.529
C -0.649431 0.577787 -2.753767  -0.626
H -0.256062 4.967524 -2.152315  0.423
H -1.365815 4.500447 -3.402516  0.418
H -1.843777 2.113568 -3.849096  0.229
H -2.338017 1.795675 -2.193519  0.251
H 0.072722 0.479817 -3.568516  0.206
H -1.361744 -0.246974 -2.819130  0.197
N -0.799955 -0.391280 4.140182  -0.789
C -0.712209 0.934848 4.341715  0.660
N -1.054553 1.427776 5.535429  -0.760
N -0.297881 1.791198 3.425889  -0.627
C 0.035790 1.350234 2.252653  0.570
N 0.358819 0.980606 1.202151  -0.613
H -1.185817 -1.007775 4.832965  0.412
H -0.606558 -0.770449 3.227269  0.423
H -1.320289 0.841304 6.304757  0.409
H -0.940571 2.414947 5.688000  0.431
N 1.727721 -1.493173 1.154328  -0.798
C 1.390533 -2.043793 -0.035089  0.415
C 1.794411 -3.378633 -0.254410  -0.286
C 1.495692 -4.019712 -1.417337  -0.113
C 0.780158 -3.317380 -2.388985  -0.293
C 0.419962 -2.030742 -2.122332  0.071
N 0.700975 -1.351710 -0.972322  -0.497
H 2.447283 -1.963756 1.674554  0.400
H 1.625320 -0.502379 1.295874  0.423
H 2.348691 -3.874018 0.531427  0.222
H 1.809664 -5.041857 -1.579978  0.234
H 0.508285 -3.757505 -3.336136  0.238
H -0.128940 -1.483797 -2.865041  0.219

Forces on atoms 1 to 6 (eV/Å):
Pt 0.53 -1.10 0.57
N 0.04 -0.02 0.08
C 0.27 -0.26 0.02
O -0.77 0.34 -0.18
C -0.01 0.08 0.04
C -0.23 0.57 -0.24